A 2-piece molecular cluster, H6N2Si overall in a non-equilibrium geometry. Source: the Open Molecules 2025 dataset; level of theory: wB97M-V/def2-TZVPD.

Results
maximum force: 0.103 Eh/bohr
LUMO level (alpha / beta): 0.635 / -3.116 eV
expectation value of S²: 2.02
multiplicity: 3
gap between HOMO and LUMO (alpha / beta): 4.37 / 7.03 eV

The geometry in XYZ format:
```
9
Properties=species:S:1:pos:R:3:forces:R:3:mulliken_charge:R:1
N -1.22772 -0.48338 1.02791 1.0 -2.2 -1.5 -0.43
N 0.04414 -0.74497 0.28214 -3.1 -1.6 2.7 -0.91
Si 0.78239 0.47577 -0.62991 2.8 3.9 -2.2 0.17
H -2.03377 -0.96340 0.55483 1.0 0.7 0.8 0.30
H -1.21445 0.50898 0.98040 -1.0 1.1 -0.2 0.26
H 0.60360 -1.58369 0.49520 -0.1 -1.0 0.1 0.72
H -0.43676 1.14855 -1.45265 1.4 -0.7 1.1 -0.05
H 1.78720 -0.19125 -1.63990 -1.0 0.8 0.7 -0.04
H 1.69538 1.83339 0.38199 -0.9 -1.1 -1.5 -0.02
```
Forces are in eV/Å.

---

One molecule with the formula C3H4N2OS in a non-equilibrium geometry. Source: the Open Molecules 2025 dataset; level of theory: wB97M-V/def2-TZVPD.

Results
maximum force: 0.046 Eh/bohr
LUMO level (alpha / beta): -1.098 / -1.096 eV
gap between HOMO and LUMO (alpha / beta): 7.93 / 7.93 eV

The geometry in XYZ format:
```
11
Properties=species:S:1:pos:R:3:forces:R:3:mulliken_charge:R:1
C 1.00103 -0.19970 -0.19269 -0.5 1.0 -0.5 -0.37
C 1.65567 -1.51665 -0.08968 1.3 0.0 -0.4 0.02
C -0.34171 -0.07363 -0.38878 2.0 -0.4 0.0 -0.08
N -1.16115 -1.16383 -0.50178 -1.1 -0.5 -0.7 -0.30
N -2.76282 0.34278 0.62250 -2.0 -0.3 0.3 -0.55
O 1.13145 -2.50073 0.32956 -1.4 -1.2 0.9 -0.44
S -2.65445 -0.99794 -0.17853 0.6 1.7 1.4 0.38
H 1.57972 0.74155 -0.26018 -0.2 -0.9 0.1 0.28
H 2.69566 -1.74512 -0.44675 -0.2 1.4 -0.1 0.35
H -0.76578 0.90291 -0.59006 -0.1 0.1 0.2 0.45
H -3.71778 0.63425 1.01429 1.6 -1.0 -1.1 0.26
```
Forces are in eV/Å.

---

One molecule with the formula C3H6O3. Source: the Open Molecules 2025 dataset; level of theory: wB97M-V/def2-TZVPD.

Results
maximum force: 0.009 Eh/bohr
LUMO level: 0.833 eV
gap between HOMO and LUMO: 11.40 eV
SMILES: COC(=O)CO

The geometry in XYZ format:
```
12
Properties=species:S:1:pos:R:3:forces:R:3:mulliken_charge:R:1
C -0.31922 -0.80919 -1.87201 -0.1 -0.2 -0.2 -0.60
O -0.18335 0.31806 -0.99742 0.0 0.0 0.2 -0.32
C -0.18612 0.00082 0.29517 0.0 -0.3 0.2 0.71
O -0.42733 -1.10876 0.72022 0.1 0.4 -0.2 -0.60
C 0.23148 1.12437 1.22596 -0.1 0.2 -0.2 -0.26
O 1.06294 0.56957 2.21223 -0.1 -0.2 0.2 -0.51
H 0.51320 -1.49702 -1.70270 -0.1 0.1 -0.1 0.29
H -1.25622 -1.33717 -1.68761 0.1 0.1 0.0 0.28
H -0.28456 -0.40755 -2.88318 0.0 0.0 0.1 0.23
H 0.78312 1.89165 0.67805 -0.1 -0.1 0.1 0.27
H -0.66473 1.58877 1.66715 0.1 -0.1 -0.1 0.20
H 0.73080 -0.33355 2.34414 0.1 0.1 0.1 0.33
```
Forces are in eV/Å.

---

C5H6O2 as an isolated structure in a non-equilibrium geometry. Source: the Open Molecules 2025 dataset; level of theory: wB97M-V/def2-TZVPD.

Results
maximum force: 0.026 Eh/bohr
LUMO level: 0.730 eV
gap between HOMO and LUMO: 8.88 eV

The geometry in XYZ format:
```
13
Properties=species:S:1:pos:R:3:forces:R:3:mulliken_charge:R:1
O -1.24760 1.37303 1.30330 0.2 -0.3 -0.3 -0.54
C -0.82716 0.62009 0.46595 -0.5 0.1 0.3 0.20
C -1.20432 0.63367 -1.01580 0.0 0.2 0.0 -0.26
O -0.36328 -0.34167 -1.62280 0.6 0.5 0.0 -0.35
C 0.55037 -0.77707 -0.70006 0.7 0.4 0.2 -0.40
C 1.52503 0.03881 0.87213 -0.2 -0.2 -0.7 -0.94
C 0.16069 -0.53058 0.66367 -0.9 -0.9 0.4 0.47
H -1.00043 1.59355 -1.49613 -0.1 0.1 0.3 0.26
H -2.26549 0.38087 -1.14595 0.3 0.0 0.0 0.27
H 1.07518 -1.65665 -1.06557 0.3 0.4 0.3 0.39
H 1.58282 0.98637 1.44947 -0.1 -0.3 -1.1 0.26
H 2.39088 -0.59649 1.06964 -0.5 -0.2 -0.2 0.26
H -0.34651 -1.39877 1.11628 0.3 0.3 1.0 0.39
```
Forces are in eV/Å.

---

C30H49FGaP2 as an isolated structure in a non-equilibrium geometry. Source: the Open Molecules 2025 dataset; level of theory: wB97M-V/def2-TZVPD.

Results
maximum force: 0.065 Eh/bohr
LUMO level (alpha / beta): -2.559 / -3.151 eV
gap between HOMO and LUMO (alpha / beta): 5.56 / 4.85 eV
net charge: +1

The geometry in XYZ format:
```
83
Properties=species:S:1:pos:R:3:forces:R:3:mulliken_charge:R:1
Ga -0.36880 -0.10193 -1.96384 1.1 0.5 1.3 -0.15
C 2.68940 0.95897 0.38355 -1.4 1.2 2.8 0.65
C 2.24567 1.69440 -0.75924 -0.6 0.3 0.6 0.40
C 1.14160 2.52569 1.07587 0.7 0.6 -2.3 1.18
C 2.04261 1.50489 1.53689 1.2 -1.8 -2.3 0.26
C 1.30360 2.65929 -0.33427 -0.3 -0.3 1.9 0.69
C 3.70096 -0.09501 0.38131 1.2 -0.7 -0.1 -1.64
H 3.70947 -0.64853 -0.56653 0.0 0.1 0.1 0.41
H 3.52955 -0.82809 1.17794 0.1 0.1 0.0 0.38
H 4.72882 0.30838 0.52180 -0.5 -0.3 -0.1 0.32
C 2.17779 1.03607 2.93722 -0.2 -0.3 0.4 -1.30
H 3.10391 0.45261 3.04856 -0.3 0.3 0.2 0.44
H 1.32068 0.35732 3.21522 0.7 0.7 0.0 -0.03
H 2.19410 1.90127 3.63395 0.0 -0.7 -0.2 0.40
C 0.29818 3.37648 1.93038 -0.7 0.7 0.2 -1.63
H 0.55588 4.45439 1.84097 -0.1 -0.6 0.1 0.38
H 0.35437 3.10443 2.98875 0.0 0.0 -0.1 0.33
H -0.75671 3.30062 1.61544 0.1 0.1 0.1 0.20
C 0.61843 3.65369 -1.18434 -0.3 0.4 -0.3 -1.17
H 1.26358 4.53276 -1.34438 -0.4 -0.1 -0.1 0.33
H -0.32789 3.98921 -0.73257 0.3 0.0 -0.1 0.37
H 0.35909 3.21112 -2.15602 0.1 0.3 0.1 0.01
C 2.72091 1.46576 -2.12476 0.2 0.3 -0.8 -1.48
H 3.73273 1.87570 -2.28405 -0.2 -0.1 0.1 0.45
H 2.04953 1.91866 -2.85316 0.2 0.3 0.2 0.28
H 2.71962 0.41196 -2.39254 0.3 -0.2 0.2 0.02
C -0.42191 -2.11659 -3.11439 1.2 -0.2 0.4 -0.73
C 0.90823 -1.66272 -3.17596 -0.6 -1.2 -0.1 0.02
C 1.53891 -1.19367 -4.43379 1.1 0.8 -1.3 -1.14
C 1.18896 0.25756 -4.92416 0.9 -0.4 0.2 -1.52
C 0.15192 0.94237 -4.10070 -1.4 0.6 -0.6 -0.57
C -1.15985 0.47160 -4.02481 0.0 1.0 -0.9 0.02
C -1.63767 -0.67501 -4.87331 -0.2 -0.3 0.1 -1.38
C -1.33701 -2.05909 -4.27032 -1.3 -0.5 -1.2 -1.01
H 1.33181 -1.86088 -5.30058 0.0 0.0 0.7 0.38
H 0.89021 0.18219 -5.98220 -0.1 0.3 0.3 0.55
H 2.64396 -1.18737 -4.30188 -0.7 -0.3 -0.1 0.40
H -1.00479 -2.68563 -5.11853 0.1 -0.2 0.4 0.38
H -0.67213 -2.90944 -2.37821 0.1 0.7 -0.3 0.40
H 1.62653 -1.97778 -2.42191 -0.3 0.0 0.1 0.55
H -2.30013 -2.49366 -3.95869 0.3 0.0 -0.1 0.42
H -2.72866 -0.56959 -4.97311 0.3 -0.1 -0.2 0.45
H -1.96532 1.18500 -3.77139 0.7 -0.3 0.0 0.84
H -1.22541 -0.62440 -5.89134 0.0 0.2 0.2 0.37
H 2.11717 0.86306 -4.90633 -0.5 -0.3 -0.1 0.35
H 0.35346 2.01199 -3.89422 -0.3 -0.8 0.3 0.88
P -0.07346 -2.65624 1.62802 -0.3 -0.1 0.6 2.03
C 1.21489 -3.10720 2.80021 0.1 0.0 0.0 -1.52
H 1.18167 -4.16957 2.95589 0.2 -0.6 0.2 0.46
H 1.10806 -2.58844 3.74107 -0.2 0.0 0.2 0.42
H 2.17429 -2.82648 2.38012 0.2 -0.1 -0.1 0.42
C -1.29527 -3.94108 1.28899 0.2 -0.4 0.1 -1.49
H -0.95296 -4.87146 1.73799 -0.1 -0.2 -0.1 0.40
H -1.39020 -4.06334 0.21445 0.1 -0.1 -0.1 0.38
H -2.27407 -3.68828 1.67587 0.0 0.1 0.1 0.45
C 0.89633 -2.64323 0.09815 0.1 -0.5 0.0 0.65
H 0.28296 -2.46215 -0.77794 0.1 0.2 0.1 -1.31
H 1.30957 -3.70400 0.02782 -0.6 1.1 0.4 0.54
H 1.74053 -1.96843 0.17282 0.0 0.3 -0.2 -0.22
P -2.89332 0.42746 -0.80488 1.2 -0.6 -0.1 1.11
C -2.84749 2.12131 -1.51703 -0.9 -0.1 0.1 -1.28
H -3.79774 2.33995 -2.03069 0.3 0.3 0.2 0.45
H -2.01770 2.23896 -2.21246 -0.1 0.0 0.1 0.08
H -2.67234 2.82131 -0.69060 -0.2 -0.1 -0.2 0.39
C -3.92220 -0.68159 -1.85992 -0.7 0.2 0.6 -1.13
H -3.60994 -0.66415 -2.91229 -0.1 0.1 0.4 0.11
H -4.98618 -0.40655 -1.74326 0.3 -0.2 -0.4 0.50
H -3.79950 -1.71633 -1.47495 0.0 0.6 -0.2 0.24
C -3.78788 0.59168 0.77560 -0.8 0.4 -0.6 -1.07
H -4.87526 0.57364 0.57362 0.3 0.0 0.5 0.49
H -3.51250 1.56320 1.21231 -0.1 -0.4 0.0 0.31
H -3.48221 -0.22510 1.42851 -0.2 0.1 0.1 0.19
F -2.86669 0.53670 5.74219 0.3 -0.3 -0.5 -0.33
C -2.28255 -0.14130 4.73082 -0.8 -0.7 1.3 0.10
C -2.30715 -1.55018 4.78543 0.6 2.2 -1.0 -1.00
C -1.66300 -2.17191 3.74685 0.3 -1.5 -0.5 -0.67
C -1.05274 -1.49826 2.66531 -0.2 1.3 0.2 -0.04
C -1.11375 -0.08862 2.67696 0.9 -1.7 -1.2 -0.08
C -1.70782 0.56945 3.71795 -0.1 1.8 -0.1 -0.53
H -2.77173 -2.05670 5.58962 -0.3 -0.4 0.6 0.58
H -1.63116 -3.27089 3.79348 0.0 0.5 -0.1 0.36
H -0.65505 0.43707 1.84933 0.0 0.3 0.0 0.78
H -1.72854 1.68456 3.72503 -0.1 -1.1 0.1 0.45
```
Forces are in eV/Å.

---

An isolated ion of composition C3H9N4 and charge +1 in a non-equilibrium geometry. Source: the Open Molecules 2025 dataset; level of theory: wB97M-V/def2-TZVPD.

Results
maximum force: 0.142 Eh/bohr
LUMO level: -3.621 eV
gap between HOMO and LUMO: 8.88 eV
net charge: +1
SMILES: N[N+]1=CNNCC1

The geometry in XYZ format:
```
16
Properties=species:S:1:pos:R:3:forces:R:3:mulliken_charge:R:1
C 0.21476 -0.74715 0.67363 1.3 -1.0 0.3 -0.39
C -1.01385 -0.85387 -0.23671 -1.5 0.8 1.8 -0.70
C 0.23184 1.44104 -0.18106 -6.6 -2.2 2.4 -0.12
N -1.22688 1.41910 0.07733 5.8 1.3 -0.5 -0.21
N 0.93029 0.42328 0.12293 0.5 -1.3 0.0 0.57
N 2.30434 0.43732 0.11427 2.3 -0.9 0.3 -0.95
N -1.89052 0.22502 0.10351 -1.2 0.6 -0.5 -0.19
H -0.12867 -0.47882 1.70911 0.5 -0.4 -0.9 0.28
H 0.94142 -1.64460 0.71205 -1.3 1.5 -0.2 0.40
H -0.83541 -0.64451 -1.23887 1.2 -0.4 -2.0 0.38
H -1.62349 -1.70485 -0.16013 -0.2 -1.6 0.3 0.40
H 0.63316 2.35809 -0.23418 1.4 3.2 -0.9 0.45
H -1.57104 2.26543 -0.33130 -1.2 0.0 -0.4 0.26
H 2.82407 0.97252 -0.59015 -1.2 0.3 0.1 0.29
H 2.71048 -0.50506 0.02023 -0.8 0.4 0.3 0.28
H -2.77901 0.22166 0.60294 0.9 -0.3 0.1 0.25
```
Forces are in eV/Å.